Arrangement w

2 unconnected molecules or ions with the total composition C3H10N4. Source: the OMol25 dataset; level of theory: ωB97M-V with the def2-TZVPD basis set.

Cartesian coordinates (Å):
1 C -1.58 0.68 0.70
2 N -0.51 1.21 1.12
3 N 0.67 0.99 0.27
4 C 0.85 1.98 -0.78
5 H -2.42 0.81 1.38
6 H -1.47 -0.08 -0.25
7 H 1.45 1.01 0.91
8 H 1.78 1.77 -1.31
9 H 0.88 3.00 -0.39
10 H 0.01 1.90 -1.48
11 C 0.13 -2.60 0.83
12 N -0.12 -2.49 -0.41
13 N -0.26 -1.24 -0.94
14 H 0.14 -3.59 1.26
15 H 0.35 -1.75 1.49
16 H 0.37 -0.30 -0.45
17 H -0.27 -1.31 -1.95

Results
- orbital gap (Ha) = 0.337
- SMILES = C=NNC.C=NN
- HOMO (Eh) = -0.3022
- LUMO level (eV) = 0.9

***

Arrangement x

2 unconnected molecules or ions with the total composition C3H10N4. Source: the OMol25 dataset; level of theory: ωB97M-V with the def2-TZVPD basis set.

Cartesian coordinates (Å):
1 C -1.15 0.06 -0.17
2 C 1.12 -0.04 0.21
3 N -1.57 -0.99 -1.09
4 N -2.29 0.69 0.30
5 N 2.23 -0.24 -0.61
6 N 1.55 -0.03 1.58
7 C 0.05 0.81 -0.24
8 H 0.02 -0.99 0.37
9 H -0.79 -1.58 -1.34
10 H -3.17 0.21 0.23
11 H -2.18 1.44 0.96
12 H -1.92 -0.55 -1.93
13 H 1.90 -0.93 1.88
14 H 3.13 0.02 -0.21
15 H 2.11 0.03 -1.57
16 H 0.79 0.24 2.18
17 H 0.15 1.85 -0.55

Results
- orbital gap (Ha) = 0.307
- HOMO (Eh) = -0.2678
- LUMO level (eV) = 1.1

***

Which structure is the most stable? The one labeled arrangement x.

***

Arrangement w

C3H10N4 in the gas phase. Source: the OMol25 dataset; level of theory: ωB97M-V with the def2-TZVPD basis set.

Cartesian coordinates (Å):
1 C 0.48 0.77 1.77
2 C 0.70 0.80 0.44
3 N 0.75 2.01 -0.28
4 N 0.81 -0.37 -0.28
5 N 0.76 -0.31 -1.66
6 N -0.17 -1.47 0.42
7 C -1.57 -1.35 0.03
8 H 0.35 1.67 2.33
9 H 0.54 -0.15 2.33
10 H 0.52 2.82 0.28
11 H 0.76 2.09 -1.28
12 H 0.05 0.31 -2.05
13 H 1.67 -0.44 -2.07
14 H 0.15 -2.42 0.23
15 H -1.88 -0.32 0.16
16 H -1.73 -1.63 -1.02
17 H -2.19 -2.00 0.65

Results
- orbital gap (Ha) = 0.302
- SMILES = C=C(N)N(N)NC
- HOMO (Eh) = -0.2672
- LUMO level (eV) = 0.9

***

Arrangement x

2 unconnected molecules or ions with the total composition C3H10N4. Source: the OMol25 dataset; level of theory: ωB97M-V with the def2-TZVPD basis set.

Cartesian coordinates (Å):
1 N -2.52 -0.53 -1.37
2 C -1.62 -1.12 -0.68
3 N -1.84 -1.66 0.59
4 N -0.36 -1.33 -1.22
5 H -3.29 -0.26 -0.77
6 H -2.77 -1.99 0.75
7 H -1.08 -2.26 0.88
8 H 0.34 -1.05 -0.54
9 H -0.27 -0.90 -2.12
10 C 1.57 1.02 -0.19
11 C 1.70 1.78 0.90
12 N 2.85 2.01 1.62
13 H 2.41 0.52 -0.65
14 H 0.61 0.93 -0.67
15 H 0.80 2.20 1.35
16 H 3.57 1.31 1.50
17 H 2.75 2.13 2.62

Results
- orbital gap (Ha) = 0.349
- SMILES = N=C(N)N.C=CN
- HOMO (Eh) = -0.3162
- LUMO level (eV) = 0.9

***

Arrangement y

A molecular structure, C3H10N4. Source: the OMol25 dataset; level of theory: ωB97M-V with the def2-TZVPD basis set.

Cartesian coordinates (Å):
1 C 0.52 -1.68 -0.48
2 N 0.09 -0.59 0.38
3 C 1.34 0.88 0.39
4 N 2.50 0.62 -0.07
5 H -0.01 -0.84 1.36
6 H 2.51 0.24 -1.02
7 H 1.23 1.24 1.41
8 H -0.13 -2.55 -0.33
9 H 1.56 -1.93 -0.26
10 H 0.48 -1.38 -1.52
11 N -1.63 0.92 1.02
12 C -0.97 0.33 -0.09
13 N -1.46 0.07 -1.25
14 H -1.66 1.93 1.01
15 H -2.54 0.52 1.22
16 H -2.18 0.75 -1.51
17 H 0.34 1.46 -0.26

Results
- orbital gap (Ha) = 0.316
- HOMO (Eh) = -0.2949
- LUMO level (eV) = 0.6

***

Which structure is the most stable? The one labeled arrangement x.

***

Arrangement w

2 unconnected molecules or ions with the total composition C3H10N4. Source: the OMol25 dataset; level of theory: ωB97M-V with the def2-TZVPD basis set.

Cartesian coordinates (Å):
1 C -2.69 0.96 0.27
2 C -2.24 -1.27 0.17
3 C 3.49 -0.60 0.01
4 N 1.32 1.18 -1.05
5 N 1.27 0.34 -0.12
6 N -1.74 -0.12 0.08
7 N 2.12 -0.43 0.40
8 H -2.28 1.76 -0.28
9 H -3.71 0.61 -0.15
10 H -2.84 1.13 1.31
11 H -1.68 -2.16 0.01
12 H -3.31 -1.34 0.05
13 H 0.21 0.07 0.36
14 H 4.00 -1.08 0.98
15 H 3.59 -1.09 -0.86
16 H 4.08 0.35 -0.12
17 H 0.41 1.67 -1.07

Results
- orbital gap (Ha) = 0.323
- HOMO (Eh) = -0.2983
- LUMO level (eV) = 0.7

***

Arrangement x

2 unconnected molecules or ions with the total composition C3H10N4. Source: the OMol25 dataset; level of theory: ωB97M-V with the def2-TZVPD basis set.

Cartesian coordinates (Å):
1 H -1.73 -1.66 -1.13
2 N -0.93 -1.56 -0.50
3 C -0.98 -0.50 0.20
4 N -0.34 -0.46 1.65
5 C -0.37 -1.42 2.45
6 H -1.78 0.25 0.18
7 H -1.03 -2.29 2.32
8 H 0.31 -1.45 3.30
9 C 1.11 0.26 -1.67
10 N 0.49 0.73 -0.44
11 N 0.03 2.08 -0.54
12 H 1.22 -0.82 -1.59
13 H 2.09 0.72 -1.84
14 H 0.45 0.50 -2.49
15 H 1.09 0.62 0.39
16 H -0.45 2.27 0.33
17 H 0.82 2.73 -0.61

Results
- orbital gap (Ha) = 0.343
- SMILES = [H]/N=C/N=C.CNN
- HOMO (Eh) = -0.3049
- LUMO level (eV) = 1.0

***

Which structure is the most stable? The one labeled arrangement x.

***

Arrangement w

C16H23N5O2 in the gas phase. Source: the OMol25 dataset; level of theory: ωB97M-V with the def2-TZVPD basis set.

Cartesian coordinates (Å):
1 C 1.03 2.75 1.94
2 C 1.74 1.41 2.02
3 C 0.78 0.26 1.92
4 N -0.47 0.48 1.78
5 N -1.35 -0.53 1.66
6 C -2.72 -0.10 1.46
7 C -2.81 0.89 0.29
8 O -3.17 2.04 0.49
9 N -2.47 0.44 -0.93
10 C -2.02 -0.88 -1.30
11 C -0.52 -0.84 -1.61
12 N -0.28 0.11 -2.67
13 C 1.05 0.06 -3.23
14 C 2.20 0.39 -2.27
15 C -0.73 1.44 -2.28
16 C -2.23 1.40 -1.99
17 C -1.02 -1.87 1.67
18 O -1.86 -2.73 1.51
19 C 0.40 -2.10 1.86
20 C 1.14 -3.26 1.93
21 C 2.48 -2.88 2.09
22 C 2.53 -1.51 2.11
23 N 1.27 -1.03 1.97
24 H 0.47 2.83 1.01
25 H 0.32 2.85 2.76
26 H 1.75 3.56 1.99
27 H 2.28 1.33 2.96
28 H 2.47 1.32 1.21
29 H -3.32 -1.00 1.29
30 H -3.08 0.42 2.35
31 H -2.24 -1.62 -0.53
32 H -2.56 -1.17 -2.21
33 H -0.19 -1.83 -1.94
34 H 0.03 -0.58 -0.69
35 H 1.20 -0.95 -3.62
36 H 1.08 0.75 -4.07
37 H 3.15 0.35 -2.81
38 H 2.09 1.39 -1.86
39 H 2.25 -0.32 -1.45
40 H -0.53 2.13 -3.10
41 H -0.21 1.80 -1.38
42 H -2.59 2.37 -1.66
43 H -2.77 1.08 -2.89
44 H 0.74 -4.26 1.87
45 H 3.32 -3.54 2.17
46 H 3.38 -0.86 2.21

Results
- orbital gap (Ha) = 0.339
- SMILES = CCc1nn(CC(=O)N2CCN(CC)CC2)c(=O)c2cccn12
- HOMO (Eh) = -0.3147
- LUMO level (eV) = 0.7

***

Arrangement x

C16H23N5O2 in the gas phase. Source: the OMol25 dataset; level of theory: ωB97M-V with the def2-TZVPD basis set.

Cartesian coordinates (Å):
1 C 3.58 -1.43 2.76
2 C 2.36 -2.35 2.74
3 C 1.59 -2.19 1.48
4 N 0.53 -1.47 1.49
5 N -0.18 -1.25 0.37
6 C -1.35 -0.41 0.56
7 C -0.96 1.04 0.87
8 O -0.96 1.44 2.02
9 N -0.60 1.83 -0.16
10 C -0.74 1.56 -1.57
11 C -2.01 2.28 -2.10
12 N -2.33 3.48 -1.34
13 C -3.35 3.32 -0.31
14 C -4.03 4.66 -0.02
15 C -1.12 4.12 -0.88
16 C -0.31 3.23 0.10
17 C 0.12 -1.79 -0.87
18 O -0.58 -1.56 -1.84
19 C 1.31 -2.61 -0.86
20 C 1.94 -3.32 -1.86
21 C 3.05 -3.93 -1.28
22 C 3.08 -3.59 0.05
23 N 2.03 -2.78 0.31
24 H 4.25 -1.64 1.92
25 H 3.26 -0.39 2.69
26 H 4.14 -1.56 3.68
27 H 1.70 -2.09 3.57
28 H 2.67 -3.39 2.85
29 H -1.98 -0.50 -0.33
30 H -1.88 -0.77 1.44
31 H 0.15 1.96 -2.07
32 H -0.79 0.50 -1.79
33 H -2.86 1.60 -2.07
34 H -1.84 2.57 -3.14
35 H -4.11 2.63 -0.70
36 H -2.96 2.90 0.63
37 H -4.91 4.50 0.61
38 H -3.37 5.34 0.50
39 H -4.35 5.12 -0.95
40 H -1.36 5.06 -0.41
41 H -0.52 4.33 -1.77
42 H 0.76 3.42 -0.01
43 H -0.59 3.43 1.14
44 H 1.62 -3.37 -2.88
45 H 3.76 -4.56 -1.78
46 H 3.78 -3.87 0.81

Results
- orbital gap (Ha) = 0.327
- SMILES = CCc1nn(CC(=O)N2CCN(CC)CC2)c(=O)c2cccn12
- HOMO (Eh) = -0.2991
- LUMO level (eV) = 0.7

***

Which structure is the most stable? The one labeled arrangement w.

***

Arrangement w

A gas-phase ion, C4H7N2 (charge +1). Source: the OMol25 dataset; level of theory: ωB97M-V with the def2-TZVPD basis set.

Cartesian coordinates (Å):
1 C -0.41 -1.48 1.13
2 C 0.02 -0.40 0.23
3 C 1.25 0.03 -0.21
4 N 1.01 1.22 -0.93
5 C -0.33 1.44 -0.99
6 N -0.98 0.57 -0.20
7 H -0.44 -1.39 2.23
8 H 0.28 -2.31 1.04
9 H -1.51 -1.74 1.02
10 H 2.26 -0.39 -0.06
11 H 1.64 1.56 -1.64
12 H -0.79 2.38 -1.57
13 H -1.99 0.51 -0.06

Results
- orbital gap (Ha) = 0.388
- SMILES = Cc1c[nH]c[nH+]1
- total charge = +1
- HOMO (Eh) = -0.5223
- LUMO level (eV) = -3.7

***

Arrangement x

2 unconnected molecules or ions with the total composition C4H7N2. Source: the OMol25 dataset; level of theory: ωB97M-V with the def2-TZVPD basis set.

Cartesian coordinates (Å):
1 C -1.85 -0.62 -0.78
2 C -1.09 -1.63 -0.48
3 C -0.49 -1.21 0.83
4 C 0.88 1.43 -0.68
5 N 1.69 0.98 0.20
6 N -0.97 -0.02 0.21
7 H -2.52 -0.25 -1.45
8 H -1.01 -1.60 1.68
9 H 0.60 -1.31 0.95
10 H 0.87 0.78 -1.53
11 H 0.08 1.95 -0.36
12 H 1.65 1.43 1.20
13 H 2.15 0.08 0.19

Results
- orbital gap (Ha) = 0.278
- total charge = +1
- HOMO (Eh) = -0.4650
- LUMO level (eV) = -5.1

***

Arrangement y

2 unconnected molecules or ions with the total composition C4H7N2. Source: the OMol25 dataset; level of theory: ωB97M-V with the def2-TZVPD basis set.

Cartesian coordinates (Å):
1 C -2.84 -0.65 -0.73
2 C 1.03 -0.30 0.02
3 C 1.76 -1.46 0.24
4 C -0.14 1.93 0.13
5 N -1.81 -0.33 -0.34
6 N 0.66 0.79 0.00
7 H -3.82 -0.88 -1.13
8 H 2.67 -1.67 -0.38
9 H 1.19 -2.36 0.23
10 H 2.13 -1.49 1.31
11 H 0.36 2.34 1.11
12 H -1.20 1.46 0.32
13 H 0.03 2.63 -0.79

Results
- orbital gap (Ha) = 0.469
- total charge = +1
- HOMO (Eh) = -0.6001
- LUMO level (eV) = -3.6

***

Arrangement z

A gas-phase ion, C4H7N2 (charge +1). Source: the OMol25 dataset; level of theory: ωB97M-V with the def2-TZVPD basis set.

Cartesian coordinates (Å):
1 C 1.13 0.65 -2.23
2 N 0.57 0.58 -1.11
3 C -0.11 0.18 -0.05
4 C -1.54 0.39 0.13
5 C 0.43 0.10 1.19
6 N 0.55 -1.19 2.01
7 H 1.21 -0.25 -2.82
8 H 1.68 1.55 -2.44
9 H -1.85 -0.23 1.03
10 H -1.81 -0.14 -0.73
11 H -1.69 1.41 0.44
12 H 0.55 -2.02 1.55
13 H 0.87 -1.02 3.03

Results
- orbital gap (Ha) = 0.338
- SMILES = C=NC(C)=C=[NH2+]
- total charge = +1
- HOMO (Eh) = -0.5214
- LUMO level (eV) = -5.0

***

Which structure is the most stable? The one labeled arrangement w.